{
  "formula": "C54H73I2N8O5P2SSbScTe",
  "method": "ωB97M-V/def2-TZVPD",
  "e_above_lowest_kcal_mol": 0.0,
  "molar_mass_g_mol": 1556.368,
  "charge": -1,
  "homo_ev": -3.72,
  "lumo_ev": 1.90,
  "homo_lumo_gap_ha": 0.2068,
  "elements": ["I", "I", "Te", "Sb", "Sc", "S", "P", "P", "O", "O", "O", "O", "O", "N", "N", "N", "N", "N", "N", "N", "N", "C", "C", "C", "C", "C", "C", "C", "C", "C", "C", "C", "C", "C", "C", "C", "C", "C", "C", "C", "C", "C", "C", "C", "C", "C", "C", "C", "C", "C", "C", "C", "C", "C", "C", "C", "C", "C", "C", "C", "C", "C", "C", "C", "C", "C", "C", "C", "C", "C", "C", "C", "C", "C", "C", "H", "H", "H", "H", "H", "H", "H", "H", "H", "H", "H", "H", "H", "H", "H", "H", "H", "H", "H", "H", "H", "H", "H", "H", "H", "H", "H", "H", "H", "H", "H", "H", "H", "H", "H", "H", "H", "H", "H", "H", "H", "H", "H", "H", "H", "H", "H", "H", "H", "H", "H", "H", "H", "H", "H", "H", "H", "H", "H", "H", "H", "H", "H", "H", "H", "H", "H", "H", "H", "H", "H", "H", "H"],
  "positions_angstrom": [[-0.707, -4.128, -3.537], [3.270, -1.312, -6.904], [-0.322, -0.772, 3.179], [-0.275, 3.899, -1.156], [-0.003, -0.321, 0.172], [0.435, 0.632, 6.086], [-2.976, 0.231, -1.499], [2.039, 1.687, 1.586], [0.826, 2.475, 1.879], [2.703, 1.147, 2.927], [0.024, -1.542, -1.599], [3.203, 2.611, 0.944], [1.858, 0.540, 0.594], [3.149, -2.026, -1.215], [1.536, 0.523, -2.018], [1.522, -2.591, 0.394], [-3.520, -2.120, 2.075], [-1.799, 0.354, -0.519], [-1.466, -2.631, 1.025], [3.313, -4.090, -0.185], [-2.810, -4.224, 2.255], [-4.460, -2.731, 2.978], [-3.102, -0.603, -5.525], [5.012, 0.567, 2.306], [2.316, -0.327, -4.147], [3.206, 0.765, -4.222], [-0.105, 6.055, -1.301], [-4.006, -3.659, -1.098], [-2.487, -2.954, 1.749], [1.308, -2.385, -4.910], [2.580, -2.885, -0.237], [4.270, -4.119, -1.278], [-5.526, 3.353, -2.414], [-5.538, 3.032, -0.034], [2.687, 4.979, 1.012], [-4.189, 1.598, -1.436], [-5.979, 3.722, -1.157], [0.094, 2.242, 6.572], [5.017, 4.109, 0.944], [-3.432, -0.549, -4.180], [-4.019, -1.251, -1.246], [0.556, -2.485, -3.725], [3.789, 0.222, 3.150], [3.262, 1.667, -3.194], [3.781, -4.589, 1.096], [-6.058, -2.450, -0.779], [-1.833, -5.118, 2.842], [-0.208, 0.864, 4.506], [2.395, 1.509, -2.097], [1.518, -0.408, -2.990], [-3.552, -0.686, 1.976], [-0.498, 2.928, 5.555], [-1.069, 0.600, -5.080], [-1.537, 3.772, -2.897], [3.633, 3.889, 3.027], [-1.919, -0.029, -5.977], [4.109, 0.388, 4.629], [0.802, -3.644, 1.102], [-4.140, -4.215, 2.842], [-5.369, -3.653, -0.829], [-5.386, -1.252, -0.994], [2.176, -1.353, -5.124], [-0.674, 2.141, 4.382], [-0.614, -3.692, 0.522], [3.323, -1.202, 2.869], [3.807, -2.941, -2.145], [-1.403, 0.650, -3.733], [-4.639, 2.293, -2.553], [0.628, -1.526, -2.716], [-4.644, 1.983, -0.175], [-2.580, 0.078, -3.272], [4.039, -1.009, -0.657], [-3.337, -2.464, -1.300], [3.618, 3.887, 1.502], [-1.875, 3.979, 0.257], [-5.482, -2.495, 2.671], [-0.953, 3.580, -3.797], [2.616, -1.533, 3.631], [-0.864, -4.641, 2.911], [0.617, 6.340, -2.067], [4.988, 4.104, -0.146], [1.680, 4.793, 1.380], [1.198, -3.159, -5.657], [4.190, -1.868, 2.861], [-2.792, -0.339, 1.280], [2.814, -1.262, 1.910], [-1.729, -6.053, 2.284], [-3.762, -1.105, -6.221], [0.340, 2.594, 7.561], [-4.864, -4.736, 2.207], [5.774, -0.198, 2.463], [-5.933, -0.318, -0.959], [-5.857, 3.895, -3.291], [4.630, -2.439, -2.651], [-2.136, -5.363, 3.864], [4.841, -4.339, 1.233], [-3.360, -0.231, 2.953], [-4.269, 1.472, 0.704], [-2.230, 2.947, -2.746], [-5.894, -4.586, -0.661], [4.431, 1.408, 4.842], [3.673, -5.674, 1.170], [0.217, 6.472, -0.348], [2.413, 2.202, -1.264], [-0.798, 3.964, 5.634], [-3.458, -4.594, -1.133], [3.952, 2.500, -3.218], [4.848, -1.432, -0.041], [3.452, -0.314, -0.058], [3.846, 0.872, -5.089], [3.224, -4.131, 1.910], [-4.542, -0.385, 1.621], [-2.111, 4.691, -3.022], [-7.122, -2.440, -0.575], [4.484, -0.458, -1.486], [-4.291, 2.014, -3.540], [-1.088, 2.514, 3.459], [1.255, -4.628, 0.964], [4.232, -5.068, -1.819], [3.925, 4.887, 3.359], [5.430, 1.529, 2.599], [-0.739, 1.124, -3.020], [-6.667, 4.551, -1.048], [5.292, -3.981, -0.902], [4.347, 3.170, 3.428], [-0.494, -3.535, -0.552], [0.788, -3.405, 2.167], [-1.045, -4.690, 0.639], [-1.655, -0.083, -7.026], [-4.349, -1.012, -3.835], [-1.492, 4.352, 1.206], [-2.683, 4.615, -0.109], [3.220, 0.178, 5.222], [2.649, 3.660, 3.436], [-4.315, -2.367, 4.005], [5.697, 3.325, 1.274], [-4.123, -4.712, 3.813], [-2.271, -2.460, -1.487], [3.087, -3.271, -2.897], [-1.081, 6.465, -1.560], [-5.874, 3.323, 0.953], [4.905, -0.302, 4.918], [-2.233, 2.961, 0.403], [5.405, 5.073, 1.279], [4.774, 0.608, 1.244], [2.675, 5.006, -0.076], [3.027, 5.950, 1.381], [-0.136, 1.034, -5.419]],
  "forces_ev_per_angstrom": [[0.0, -0.1, 0.1], [0.0, 0.0, 0.0], [-0.3, 0.0, 0.3], [0.1, 0.0, 0.0], [-0.3, -1.0, -1.0], [0.0, 0.0, 0.0], [-0.1, -0.3, 0.0], [-0.2, 0.2, 0.1], [0.1, 0.1, 0.0], [-0.1, 0.1, 0.1], [-0.5, -0.4, 0.0], [0.1, -0.1, -0.1], [-0.2, 0.5, 0.6], [0.1, -0.1, -0.1], [0.0, -0.1, -0.1], [-0.1, 0.0, 0.1], [0.0, 0.0, 0.0], [0.8, 0.6, 0.2], [0.0, 0.1, 0.2], [-0.1, 0.1, 0.1], [0.0, -0.1, -0.1], [0.0, 0.0, 0.0], [0.0, 0.0, 0.0], [0.0, 0.0, -0.1], [0.1, 0.0, 0.0], [0.0, 0.0, 0.0], [0.0, 0.0, 0.0], [0.0, 0.0, 0.0], [0.1, 0.1, -0.1], [0.0, 0.1, 0.0], [0.1, 0.1, -0.1], [0.0, 0.0, 0.0], [0.0, 0.0, 0.0], [0.0, 0.0, 0.0], [-0.1, 0.1, 0.0], [0.0, 0.0, 0.1], [0.0, 0.0, 0.0], [0.0, 0.0, 0.0], [0.0, 0.0, 0.0], [0.0, 0.0, 0.0], [0.0, 0.0, 0.0], [0.0, 0.1, -0.1], [0.0, -0.1, 0.0], [-0.1, 0.0, 0.0], [-0.1, 0.0, 0.0], [0.0, 0.0, 0.0], [0.0, 0.0, 0.1], [0.0, 0.0, 0.0], [0.0, 0.1, 0.0], [-0.1, 0.1, 0.0], [0.0, 0.0, 0.0], [0.0, 0.0, 0.0], [0.0, 0.0, 0.0], [-0.1, 0.1, 0.1], [0.1, 0.0, 0.0], [0.0, 0.0, 0.0], [0.1, 0.0, 0.0], [0.0, 0.0, 0.0], [0.0, 0.0, 0.1], [0.0, 0.0, 0.0], [0.0, 0.0, 0.0], [-0.1, 0.0, 0.1], [0.0, 0.0, 0.0], [0.0, -0.1, -0.1], [0.0, 0.0, 0.0], [0.1, 0.0, 0.0], [0.1, 0.0, 0.0], [-0.1, -0.1, 0.0], [0.2, 0.2, 0.0], [0.1, 0.1, 0.0], [-0.1, 0.1, -0.1], [0.1, 0.0, 0.0], [0.0, 0.0, 0.0], [0.1, -0.1, 0.0], [0.0, -0.1, 0.0], [0.0, 0.0, 0.0], [0.0, 0.0, 0.0], [0.0, 0.0, -0.1], [0.2, 0.1, 0.0], [0.0, 0.0, 0.0], [0.0, 0.0, 0.0], [-0.1, 0.0, 0.0], [0.0, 0.0, 0.0], [0.0, -0.1, 0.0], [-0.1, 0.0, 0.0], [0.1, 0.0, 0.1], [0.0, 0.0, 0.0], [0.0, 0.0, 0.0], [0.0, 0.0, 0.0], [0.0, 0.0, -0.1], [0.0, 0.0, 0.0], [0.0, 0.0, 0.0], [0.0, 0.0, 0.0], [0.0, 0.0, 0.0], [0.0, 0.0, 0.0], [0.0, 0.0, 0.0], [0.0, 0.0, 0.0], [0.0, 0.0, 0.0], [0.1, 0.1, -0.1], [0.0, 0.0, 0.0], [0.0, 0.0, 0.0], [0.0, 0.0, 0.0], [0.0, 0.0, 0.1], [0.0, 0.0, -0.1], [0.0, 0.0, 0.0], [0.0, 0.0, 0.0], [0.0, 0.0, 0.0], [0.0, -0.1, 0.0], [0.2, -0.2, -0.2], [0.0, 0.0, 0.0], [0.0, 0.0, 0.0], [0.0, -0.1, 0.0], [0.0, 0.0, 0.0], [0.0, 0.0, 0.0], [0.0, 0.0, 0.0], [0.0, 0.0, 0.0], [0.0, 0.0, 0.0], [0.1, 0.0, 0.0], [0.0, 0.0, 0.0], [0.0, 0.0, 0.0], [0.0, 0.0, 0.0], [0.0, 0.0, 0.0], [0.0, 0.0, 0.0], [0.0, 0.0, 0.0], [0.0, 0.0, 0.0], [-0.1, 0.0, 0.0], [-0.1, 0.0, 0.1], [0.0, 0.0, 0.1], [0.0, 0.0, 0.0], [0.0, 0.0, 0.0], [0.0, 0.0, 0.0], [0.0, 0.0, 0.0], [0.0, 0.0, 0.0], [0.0, 0.0, 0.0], [0.0, 0.0, 0.0], [0.0, 0.0, 0.0], [0.0, 0.0, 0.0], [0.0, 0.0, 0.0], [0.0, 0.0, 0.0], [0.0, 0.0, 0.0], [0.0, 0.0, 0.0], [0.0, 0.0, 0.0], [0.0, 0.0, 0.0], [0.0, 0.0, 0.0], [0.0, 0.0, 0.1], [-0.1, 0.0, -0.1], [0.0, 0.0, 0.0], [0.0, 0.0, 0.0]]
}

---

{
  "formula": "C7H14",
  "method": "ωB97M-V/def2-TZVPD",
  "e_above_lowest_kcal_mol": 102.0,
  "molar_mass_g_mol": 98.189,
  "homo_ev": -8.17,
  "lumo_ev": 0.82,
  "homo_lumo_gap_ha": 0.3305,
  "elements": ["C", "C", "C", "C", "C", "C", "C", "H", "H", "H", "H", "H", "H", "H", "H", "H", "H", "H", "H", "H", "H"],
  "positions_angstrom": [[0.364, 0.168, 0.067], [1.690, 0.272, -0.703], [0.060, 1.567, 0.820], [0.517, -0.788, 1.252], [-1.296, 1.003, -0.901], [-1.709, -1.454, -0.491], [-0.758, -0.351, -0.949], [-0.270, -0.644, -1.890], [1.290, -0.384, 1.918], [-2.185, -1.198, 0.459], [-1.224, -2.434, -0.394], [1.568, 0.768, -1.673], [-0.412, -0.856, 1.823], [-2.509, -1.556, -1.233], [0.815, -1.795, 0.946], [2.423, 0.844, -0.123], [-0.160, 2.499, 0.286], [-0.718, 1.458, 1.580], [2.122, -0.719, -0.894], [-0.637, 1.614, -1.549], [1.014, 1.737, 1.321]],
  "forces_ev_per_angstrom": [[0.1, 0.3, 0.3], [0.0, 0.1, 0.0], [0.3, 0.0, 0.2], [0.0, -0.1, 0.0], [-0.2, -0.2, -0.6], [0.0, 0.0, 0.1], [-0.3, 0.1, -0.1], [0.1, 0.0, 0.2], [-0.1, -0.1, -0.1], [0.0, 0.0, -0.1], [0.0, 0.2, 0.0], [0.0, 0.0, 0.2], [0.2, 0.0, 0.0], [0.1, 0.0, 0.1], [0.0, 0.1, -0.1], [-0.1, -0.1, -0.1], [0.1, -0.5, -0.2], [0.2, -0.1, -0.2], [-0.2, 0.1, 0.1], [-0.2, 0.0, 0.0], [0.0, 0.1, 0.2]]
}

---

{
  "formula": "C5H14N2O2",
  "method": "ωB97M-V/def2-TZVPD",
  "e_above_lowest_kcal_mol": 46.0,
  "smiles": "CN[C@H](C=O)CCN.O",
  "molar_mass_g_mol": 134.179,
  "homo_ev": -9.03,
  "lumo_ev": 0.83,
  "homo_lumo_gap_ha": 0.3624,
  "elements": ["O", "O", "N", "N", "C", "C", "C", "C", "C", "H", "H", "H", "H", "H", "H", "H", "H", "H", "H", "H", "H", "H", "H"],
  "positions_angstrom": [[1.767, 1.000, -3.274], [-2.335, -0.680, 1.520], [0.602, -1.581, -2.150], [0.236, 0.286, 1.830], [-2.011, 0.137, 0.725], [-0.604, 0.701, 0.693], [0.102, -1.283, -0.793], [0.077, 0.261, -0.615], [-0.048, 1.062, 3.050], [0.589, 0.667, 3.855], [2.734, 0.809, -3.223], [0.170, 2.090, 2.881], [1.183, 0.594, -0.616], [-0.643, 1.794, 0.698], [-1.118, 1.013, 3.387], [-0.916, -1.727, -0.592], [0.722, -1.740, -0.059], [-2.698, 0.443, -0.006], [-0.126, -1.705, -2.792], [-0.389, 0.705, -1.490], [0.092, -0.714, 2.064], [1.219, -2.404, -2.236], [1.395, 0.273, -2.858]],
  "forces_ev_per_angstrom": [[2.6, 2.2, -1.3], [-0.7, -1.4, 1.3], [1.6, -0.4, 1.0], [-0.6, -0.2, 0.3], [1.8, 0.4, 0.6], [1.1, -0.3, 0.1], [-1.3, 0.4, -0.7], [1.6, -0.5, 0.2], [-0.8, -1.3, 0.3], [-0.2, 0.3, -0.2], [-1.2, 0.4, -0.2], [0.4, 0.9, -0.1], [-1.8, -0.2, 0.1], [-0.1, 0.0, 0.0], [0.7, -0.1, -0.2], [0.8, 0.4, -0.4], [0.8, -0.3, 0.6], [-1.2, 0.9, -1.6], [-1.2, -0.1, -1.0], [-0.2, 0.1, -0.1], [-0.1, 0.9, -0.5], [-0.6, 0.7, 0.4], [-1.4, -2.6, 1.3]]
}